w.
DFT (ωB97M-V/def2-TZVPD) results for C6H13NO4 in the gas phase.

```
! wB97M-V def2-TZVPD RIJCOSX def2/J DEFGRID3
* xyz 0 1
C -0.32 0.00 1.60
C 1.16 -0.25 1.31
C 1.35 0.07 -1.03
C -0.02 0.09 -1.79
C -1.19 -0.08 -0.73
C -1.20 0.65 0.59
H 0.50 0.81 3.32
H -0.78 -1.03 1.93
H 1.54 -0.77 2.19
H 1.57 0.71 1.36
H 0.88 -1.65 -0.06
H 1.52 1.03 -0.59
H 2.15 -0.15 -1.81
H -0.27 1.11 -2.20
H 0.46 -1.26 -3.31
H -2.11 0.27 -1.28
H -1.11 -1.89 -1.45
H -2.27 0.62 0.97
H -0.52 2.37 1.04
N 1.45 -0.83 0.06
O -0.44 0.66 2.91
O -0.29 -0.95 -2.81
O -1.24 -1.48 -0.53
O -0.81 1.95 0.30
*
```

Its SMILES is O[C@H]1[C@H](O)[C@H](O)CNC[C@H]1O. The value obtained for the molar mass is 163.17 g/mol. The HOMO energy comes out at -8.71 eV. The value obtained for the LUMO energy is 0.7 eV.

---

x.
DFT (ωB97M-V/def2-TZVPD) results for C6H13NO4 in the gas phase.

```
! wB97M-V def2-TZVPD RIJCOSX def2/J DEFGRID3
* xyz 0 1
C -1.98 -0.58 -0.49
C -0.82 -0.79 0.38
C 1.20 -0.89 -1.15
C 1.71 0.44 -0.60
C 0.62 1.29 0.12
C -0.27 0.42 1.05
H -3.53 0.65 -0.44
H -1.61 -0.17 -1.45
H -2.39 -1.64 -0.66
H -1.28 -1.33 1.16
H 0.82 -2.01 0.57
H 0.70 -0.65 -2.05
H 2.04 -1.55 -1.30
H 2.12 1.10 -1.47
H 2.36 -0.33 1.01
H 1.14 2.15 0.65
H -1.17 1.64 -0.67
H -1.00 1.17 1.37
H 0.92 0.58 2.61
N 0.26 -1.66 -0.34
O -2.91 0.32 0.21
O 2.85 0.10 0.27
O -0.24 1.88 -0.88
O 0.45 -0.14 2.09
*
```

Its SMILES is OC[C@H]1NC[C@H](O)[C@@H](O)[C@@H]1O. The value obtained for the molar mass is 163.17 g/mol. The HOMO energy comes out at -9.32 eV. The value obtained for the LUMO energy is 0.6 eV.

---

Least stable = w

---

w.
DFT (ωB97M-V/def2-TZVPD) results for a molecular structure, C47H60BrCsN5O10PS2Si.

```
! wB97M-V def2-TZVPD RIJCOSX def2/J DEFGRID3
* xyz -2 1
Cs 0.09 0.26 -1.45
S 1.14 2.56 -3.45
C 0.65 3.81 -2.38
S 0.29 3.39 -0.74
C 0.52 5.14 -2.82
C 0.80 5.53 -4.16
N 1.02 5.91 -5.23
C 0.10 6.19 -1.95
N -0.22 7.08 -1.30
C 4.03 0.22 -3.74
C 5.00 -0.95 -3.55
C 5.03 -1.82 -4.81
C 4.62 -1.81 -2.34
C 5.73 -2.80 -1.94
O 6.25 -2.27 -0.70
C 5.37 -1.29 -0.33
N 4.44 -0.99 -1.13
C 5.59 -0.66 0.98
C 6.90 -0.50 1.41
C 7.18 0.17 2.58
C 6.14 0.68 3.33
C 4.82 0.48 2.93
C 4.51 -0.21 1.77
P 2.76 -0.55 1.24
C 1.89 -0.23 2.84
C 1.43 -1.22 3.72
C 0.77 -0.87 4.89
C 0.56 0.46 5.21
C 0.98 1.45 4.34
C 1.62 1.11 3.15
C 2.84 -2.40 1.29
C 3.72 -3.14 2.08
C 3.71 -4.53 2.02
C 2.83 -5.19 1.17
C 1.95 -4.46 0.39
C 1.97 -3.07 0.44
H 4.36 0.87 -4.55
H 3.95 0.82 -2.84
H 3.04 -0.15 -3.98
H 6.00 -0.56 -3.36
H 4.04 -2.23 -4.99
H 5.73 -2.65 -4.72
H 5.32 -1.23 -5.68
H 3.68 -2.33 -2.56
H 6.55 -2.83 -2.66
H 5.37 -3.81 -1.74
H 7.70 -0.90 0.79
H 8.21 0.31 2.90
H 6.34 1.24 4.24
H 4.03 0.87 3.55
H 1.58 -2.26 3.48
H 0.42 -1.66 5.55
H 0.06 0.72 6.14
H 0.80 2.49 4.56
H 1.92 1.88 2.46
H 4.40 -2.64 2.75
H 4.40 -5.09 2.63
H 2.83 -6.27 1.12
H 1.25 -4.96 -0.27
H 1.30 -2.50 -0.19
O -1.70 -3.55 -0.24
H -2.54 -3.28 -0.64
H -1.04 -3.21 -0.86
O 3.14 2.31 0.50
H 2.31 2.76 0.24
H 3.48 1.99 -0.34
O -3.36 -2.18 -2.34
H -2.39 -2.10 -2.46
H -3.73 -1.33 -2.59
C -4.99 -0.36 0.01
C -4.99 0.94 0.83
C -6.42 1.17 1.35
C -4.63 2.07 -0.14
Si -3.72 0.88 2.28
Br -1.84 0.04 1.34
C -3.24 2.62 2.95
C -2.32 3.37 1.96
C -2.45 2.50 4.26
C -4.48 3.48 3.21
C -4.17 -0.38 3.66
C -4.74 -1.67 3.05
C -2.94 -0.80 4.48
C -5.23 0.20 4.62
H -5.61 -0.21 -0.88
H -5.38 -1.21 0.55
H -3.99 -0.62 -0.34
H -7.10 1.26 0.50
H -6.51 2.08 1.94
H -6.77 0.33 1.96
H -5.31 2.03 -1.00
H -3.61 1.98 -0.52
H -4.74 3.06 0.31
H -1.38 2.84 1.80
H -2.07 4.35 2.38
H -2.76 3.53 0.98
H -1.57 1.87 4.13
H -3.05 2.11 5.08
H -2.10 3.50 4.55
H -5.01 3.72 2.29
H -4.17 4.43 3.66
H -5.19 3.00 3.90
H -4.07 -2.10 2.32
H -5.72 -1.51 2.59
H -4.88 -2.41 3.85
H -2.19 -1.27 3.86
H -3.26 -1.52 5.24
H -2.47 0.04 5.00
H -6.13 0.51 4.10
H -4.84 1.06 5.17
H -5.51 -0.56 5.36
O 1.25 -2.36 -3.68
C 0.13 -1.89 -3.47
O -0.54 -1.95 -2.39
C -0.55 -1.12 -4.59
C -0.18 -1.27 -5.92
C -0.89 -0.58 -6.89
C -1.95 0.26 -6.60
C -2.29 0.39 -5.27
C -1.60 -0.26 -4.27
N -3.46 1.20 -4.91
O -4.00 1.85 -5.78
O -3.85 1.13 -3.75
N -0.52 -0.77 -8.30
O 0.43 -1.49 -8.55
O -1.20 -0.20 -9.15
H 0.64 -1.92 -6.18
H -2.49 0.78 -7.37
H -1.89 -0.12 -3.24
*
```

The value obtained for the molar mass is 1191.02 g/mol. The HOMO energy comes out at -1.91 eV. The value obtained for the LUMO energy is 2.8 eV.

---

x.
DFT (ωB97M-V/def2-TZVPD) results for a molecular structure, C47H60BrCsN5O10PS2Si.

```
! wB97M-V def2-TZVPD RIJCOSX def2/J DEFGRID3
* xyz -2 1
Cs -0.65 -2.38 1.95
S 0.50 1.48 3.98
C 1.51 0.95 5.28
S 2.25 -0.61 5.32
C 1.81 1.86 6.31
C 2.66 1.53 7.41
N 3.33 1.34 8.33
C 1.31 3.19 6.33
N 0.95 4.29 6.37
C -2.27 -4.83 -2.95
C -1.38 -3.92 -2.10
C -2.25 -2.90 -1.37
C -0.56 -4.74 -1.12
C 0.27 -5.87 -1.76
O 1.52 -5.84 -1.03
C 1.52 -4.64 -0.38
N 0.46 -3.96 -0.41
C 2.74 -4.30 0.37
C 3.56 -5.34 0.77
C 4.64 -5.11 1.60
C 4.90 -3.82 2.02
C 4.11 -2.76 1.58
C 3.02 -2.97 0.74
P 1.97 -1.53 0.22
C 3.15 -0.18 0.59
C 4.19 0.25 -0.24
C 5.06 1.24 0.19
C 4.90 1.81 1.45
C 3.87 1.40 2.27
C 2.99 0.42 1.84
C 2.09 -1.64 -1.61
C 1.08 -1.01 -2.34
C 1.07 -1.04 -3.73
C 2.08 -1.71 -4.41
C 3.09 -2.34 -3.70
C 3.09 -2.30 -2.31
H -2.89 -4.24 -3.62
H -2.93 -5.41 -2.30
H -1.69 -5.53 -3.56
H -0.68 -3.39 -2.76
H -2.97 -3.42 -0.73
H -2.80 -2.28 -2.07
H -1.67 -2.22 -0.73
H -1.24 -5.15 -0.37
H 0.49 -5.66 -2.81
H -0.16 -6.86 -1.66
H 3.32 -6.35 0.45
H 5.26 -5.93 1.93
H 5.73 -3.61 2.69
H 4.34 -1.77 1.93
H 4.32 -0.19 -1.22
H 5.86 1.56 -0.46
H 5.59 2.58 1.78
H 3.71 1.84 3.25
H 2.18 0.13 2.51
H 0.28 -0.50 -1.81
H 0.28 -0.54 -4.27
H 2.07 -1.74 -5.49
H 3.87 -2.87 -4.22
H 3.89 -2.80 -1.76
O -2.35 0.74 2.82
H -1.52 0.95 3.29
H -2.61 -0.13 3.18
O 1.29 -3.02 3.59
H 0.50 -3.31 4.06
H 1.59 -2.23 4.12
O -2.51 0.18 0.16
H -2.39 0.51 1.08
H -3.41 0.40 -0.08
C 2.46 2.88 -2.69
C 1.96 4.15 -1.98
C 1.90 5.29 -3.01
C 3.03 4.50 -0.94
Si 0.26 3.88 -1.10
Br 0.40 1.88 -0.13
C -0.07 5.11 0.34
C 0.81 4.80 1.57
C -1.52 4.98 0.82
C 0.17 6.56 -0.09
C -1.21 3.75 -2.34
C -0.80 2.91 -3.57
C -2.41 3.03 -1.72
C -1.67 5.13 -2.84
H 3.45 3.08 -3.11
H 1.81 2.56 -3.50
H 2.56 2.05 -1.99
H 2.91 5.47 -3.41
H 1.55 6.23 -2.57
H 1.25 5.05 -3.85
H 4.01 4.54 -1.45
H 3.10 3.74 -0.16
H 2.86 5.47 -0.47
H 0.60 3.82 2.00
H 0.59 5.54 2.35
H 1.88 4.85 1.37
H -1.77 3.95 1.09
H -2.24 5.34 0.08
H -1.64 5.59 1.72
H 1.22 6.76 -0.31
H -0.11 7.23 0.74
H -0.42 6.85 -0.96
H -0.41 1.93 -3.27
H -0.06 3.40 -4.19
H -1.69 2.74 -4.19
H -2.15 2.04 -1.33
H -3.18 2.89 -2.49
H -2.87 3.59 -0.91
H -0.87 5.69 -3.31
H -2.08 5.73 -2.03
H -2.47 4.99 -3.58
O -2.58 -4.12 2.48
C -3.25 -3.08 2.67
O -2.89 -2.05 3.28
C -4.61 -3.03 1.99
C -5.44 -4.15 1.96
C -6.65 -4.07 1.29
C -7.05 -2.93 0.61
C -6.19 -1.85 0.64
C -4.99 -1.87 1.34
N -6.57 -0.64 -0.10
O -7.66 -0.64 -0.66
O -5.79 0.29 -0.12
N -7.54 -5.24 1.28
O -7.20 -6.22 1.91
O -8.58 -5.16 0.64
H -5.13 -5.07 2.44
H -7.99 -2.90 0.08
H -4.35 -1.01 1.36
*
```

The value obtained for the molar mass is 1191.02 g/mol. The HOMO energy comes out at -1.85 eV. The value obtained for the LUMO energy is 2.4 eV.

---

Least stable = x

---

w.
DFT (ωB97M-V/def2-TZVPD) results for a gas-phase ion, C5H10N3O2 (charge +1).

```
! wB97M-V def2-TZVPD RIJCOSX def2/J DEFGRID3
* xyz 1 1
C 2.04 0.36 -0.18
C 2.19 -1.14 -0.08
C -0.75 -0.66 1.11
C 0.74 -1.28 -0.55
C -0.51 0.63 0.20
N 0.64 0.30 -0.51
N -0.75 1.88 0.72
N -1.77 0.36 -1.10
O 2.67 1.31 0.05
O -0.16 -1.69 0.43
H 3.00 -1.45 -0.73
H 2.32 -1.44 1.00
H -0.49 -0.48 2.12
H -1.90 -0.85 1.22
H 0.47 -1.58 -1.46
H -0.39 2.78 0.22
H -1.59 1.92 1.19
H -2.64 0.00 -0.53
H -1.31 -0.30 -1.66
H -1.82 1.32 -1.44
*
```

Its SMILES is N[C@]1([NH3+])CO[C@@H]2CC(=O)N21. The value obtained for the molar mass is 144.15 g/mol. The HOMO energy comes out at -14.15 eV. The value obtained for the LUMO energy is -3.4 eV.

---

x.
DFT (ωB97M-V/def2-TZVPD) results for 2 unconnected molecules or ions with the total composition C5H10N3O2.

```
! wB97M-V def2-TZVPD RIJCOSX def2/J DEFGRID3
* xyz 1 1
C -3.54 0.11 -0.01
C 1.58 1.08 -0.97
C 1.39 0.03 1.48
C 1.40 -1.35 -0.65
C 1.42 -0.01 0.01
N -1.85 -0.92 0.96
N -2.37 0.78 -0.23
N -1.35 0.06 0.40
O -4.61 0.43 -0.39
O -3.22 -0.96 0.81
H 2.62 1.07 -0.92
H 1.21 0.71 -1.93
H 1.09 2.04 -0.96
H 2.37 0.19 1.80
H 1.05 -0.87 1.92
H 0.80 0.87 1.77
H 0.35 -1.34 -1.10
H 2.08 -1.43 -1.43
H 1.63 -2.18 0.02
H -2.05 1.69 -0.56
*
```

The value obtained for the molar mass is 144.15 g/mol. The HOMO energy comes out at -14.24 eV. The value obtained for the LUMO energy is -6.0 eV.

---

Least stable = x